{"formula": "C5H9N", "method": "the ωB97M-V functional and the def2-TZVPD basis", "homo_lumo_gap_ev": [5.35, 4.19], "relative_energy_kj_mol": 533.7, "e_tot_ha": -250.380527, "spin_multiplicity": 2, "total_charge": -1, "symbols": ["C", "N", "C", "C", "C", "C", "H", "H", "H", "H", "H", "H", "H", "H", "H"], "coordinates": [[0.773, 0.419, -1.362], [-1.917, 1.527, 0.433], [-1.327, 0.175, 0.286], [0.102, -0.018, -0.096], [0.285, -1.577, -0.061], [1.101, -0.786, 0.918], [0.990, -0.434, -1.965], [0.116, 1.201, -1.797], [1.769, 0.917, -1.317], [-1.853, -0.500, -0.394], [-1.313, 2.088, 1.001], [-1.762, 0.236, 1.198], [-0.185, -2.290, 0.528], [1.064, -0.351, 1.977], [2.159, -0.607, 0.651]], "forces_ev_per_a": [[0.0371, 2.5777, -0.4036], [-0.9377, 2.0295, -3.1693], [0.2712, 1.2988, -2.4227], [1.9465, -4.5757, 1.0375], [1.8423, 1.8385, 1.8742], [1.0004, 3.3312, -0.3452], [-0.4266, -0.3490, -0.8731], [0.1740, -0.6060, -0.3923], [-0.5217, -0.0448, 0.7628], [-0.7335, 0.5703, -0.0339], [0.6748, 0.1034, 0.6935], [-0.0019, -2.8518, 4.3859], [-2.0327, -1.5350, 0.1819], [-0.9120, -1.7736, -0.9339], [-0.3803, -0.0133, -0.3617]], "mulliken_charge": [-1.396, -0.964, -0.539, 0.703, -0.943, -0.611, 0.340, 0.409, 0.276, 0.310, 0.146, 0.396, 0.370, 0.330, 0.172]}

=====

{"formula": "C4H6NO", "method": "the ωB97M-V functional and the def2-TZVPD basis", "homo_lumo_gap_ev": 9.14, "relative_energy_kj_mol": 337.4, "e_tot_ha": -285.593680, "total_charge": 1, "symbols": ["C", "C", "C", "C", "N", "O", "H", "H", "H", "H", "H", "H"], "coordinates": [[-0.034, 0.230, 0.387], [0.623, 2.549, 0.016], [0.016, -1.258, -0.853], [-0.579, -1.826, 0.409], [0.282, 1.411, 0.362], [-0.587, -0.576, 1.188], [-0.121, 3.264, -0.006], [1.547, 2.974, -0.219], [-0.499, -0.968, -1.720], [0.988, -1.409, -1.128], [-1.664, -1.981, 0.435], [0.027, -2.409, 1.129]], "forces_ev_per_a": [[0.0460, -4.4179, -4.9079], [-0.5719, 0.3506, 0.2868], [-0.7506, 3.8784, 2.7658], [-0.8812, 0.6726, 1.9240], [0.8997, 0.5891, 0.6638], [-0.1298, 0.7525, 2.5199], [-1.9418, 1.4602, -0.4845], [2.1538, -0.3193, 0.1129], [-1.5151, -0.1577, -0.8183], [2.6382, -0.8268, -0.1393], [0.4588, -1.2042, -0.5535], [-0.4060, -0.7775, -1.3696]], "mulliken_charge": [0.299, -0.124, -0.527, -0.124, 0.034, -0.305, 0.277, 0.287, 0.335, 0.344, 0.248, 0.257]}

=====

{"formula": "C21H34AlClF3N3O4", "method": "the ωB97M-V functional and the def2-TZVPD basis", "homo_lumo_gap_ev": 5.37, "relative_energy_kj_mol": 0.0, "e_tot_ha": -2288.021004, "total_charge": 0, "symbols": ["O", "C", "C", "C", "H", "C", "H", "C", "H", "C", "H", "C", "H", "H", "C", "C", "H", "H", "H", "C", "C", "H", "H", "H", "H", "Al", "Cl", "C", "O", "N", "C", "C", "H", "H", "H", "H", "H", "H", "H", "H", "H", "C", "C", "N", "H", "C", "O", "H", "H", "H", "H", "H", "H", "C", "C", "N", "H", "C", "O", "H", "H", "H", "H", "F", "C", "F", "F"], "coordinates": [[1.188, -0.333, -3.535], [1.972, -0.761, -2.702], [2.247, -2.148, -2.256], [1.260, -3.149, -2.244], [0.220, -2.857, -2.076], [1.619, -4.473, -2.478], [0.864, -5.231, -2.665], [2.967, -4.843, -2.488], [3.261, -5.859, -2.758], [3.922, -3.892, -2.111], [4.973, -4.196, -2.016], [3.550, -2.560, -1.865], [4.245, -1.836, -1.428], [2.482, -0.042, -1.985], [2.793, 0.961, 0.976], [1.722, -0.024, 1.416], [3.812, 0.531, 0.847], [2.894, 1.825, 1.651], [2.579, 1.356, -0.047], [2.117, -1.310, 1.610], [3.103, -1.701, 2.653], [1.753, -2.097, 0.974], [3.904, -2.356, 2.295], [2.563, -2.236, 3.449], [3.545, -0.785, 3.079], [-0.136, 0.476, 1.220], [0.484, 0.981, 3.309], [-2.357, 0.648, 2.983], [-1.885, 1.072, 1.870], [-3.422, 1.223, 3.509], [-3.973, 2.441, 2.924], [-3.901, 0.823, 4.823], [-1.933, -0.217, 3.527], [-3.614, 2.522, 1.893], [-3.661, 3.310, 3.511], [-5.068, 2.392, 2.958], [-3.643, -0.225, 5.012], [-4.983, 0.937, 4.895], [-3.465, 1.437, 5.620], [-2.712, -1.334, -4.483], [-4.301, -1.291, -2.761], [-1.866, -1.326, -3.788], [-3.542, -1.352, -1.965], [-2.291, -0.804, -2.496], [-1.069, -0.696, -4.190], [-1.496, 0.029, -1.799], [-1.434, 0.107, -0.552], [-3.877, -0.766, -1.101], [-0.886, 0.682, -2.457], [-1.480, -2.354, -3.699], [-3.422, -2.415, -1.685], [-0.061, 5.473, 0.464], [0.127, 5.364, -2.190], [0.734, 4.725, 0.461], [0.882, 4.583, -2.033], [0.662, 3.923, -0.751], [0.646, 4.077, 1.328], [0.370, 2.631, -0.655], [0.039, 2.136, 0.476], [0.820, 3.839, -2.833], [0.449, 2.004, -1.547], [1.683, 5.261, 0.480], [1.869, 5.062, -2.043], [-2.179, -1.546, 1.406], [-0.809, -1.445, 1.389], [-0.398, -2.222, 2.434], [-0.454, -2.148, 0.238]], "forces_ev_per_a": [[0.7565, -0.9912, 0.4430], [-0.3115, 1.2278, 2.5120], [0.0138, -1.0472, 0.3255], [-0.1578, 0.1039, -1.0941], [0.2217, -0.0936, -0.5912], [0.2543, -0.1400, 0.4725], [-0.0366, 0.1294, 0.2514], [-0.0257, 0.5412, -0.1346], [-0.0613, 0.3355, 0.1601], [0.1317, -0.0464, 0.4524], [-0.5232, 0.2033, 0.1684], [-0.3172, 0.1398, -1.0457], [-0.0239, -0.1381, -0.6546], [0.1125, -0.1327, -0.9692], [0.9147, 0.8872, 1.1306], [1.7044, -1.3717, -4.1642], [-0.5337, -0.0069, 0.4196], [0.0520, 0.2406, -0.2179], [-0.1797, -0.2027, 0.6236], [0.4365, 0.5597, -0.2401], [0.8010, 0.3757, -0.2599], [-1.2125, -0.5777, 0.7624], [0.0546, -0.1097, 0.0670], [0.1612, 0.1631, -0.0790], [-0.0166, -0.3717, 0.0866], [-0.9086, -1.1927, 0.6762], [-0.0546, 1.0175, 1.9639], [0.8473, 0.5751, -2.2549], [-1.2237, -0.5152, 1.8511], [-0.2554, 0.1718, 0.3675], [-0.1037, -0.1736, 0.0454], [0.1372, -0.1354, 0.3063], [-0.1708, 0.4945, -0.3631], [-0.1463, 0.0496, 0.3289], [0.0746, -0.0239, -0.1171], [0.2189, -0.0498, -0.1076], [-0.0523, 0.2633, -0.0736], [0.0082, -0.0851, -0.2213], [0.0489, -0.0301, -0.1703], [0.0895, 0.0292, 0.0836], [0.2590, 0.0188, 0.2258], [-0.0363, 0.3611, -0.2246], [0.2884, -0.3730, 0.2172], [-0.4893, -0.0010, 0.1226], [-0.0760, -0.1735, 0.0328], [0.4281, -0.0624, 1.3605], [-0.5483, 0.4811, -2.4474], [0.2651, -0.2635, -0.1701], [0.0911, -0.5651, 0.2174], [-0.1098, 0.3032, 0.0851], [-0.0835, 0.4903, 0.0427], [-0.0891, -0.0768, 0.0251], [0.0949, -0.2442, 0.0221], [-0.0597, 0.3407, -0.0476], [0.1330, -0.0564, 0.1361], [-0.0830, -0.5183, -0.2275], [0.0206, 0.0464, -0.0230], [-0.4171, -0.4113, 2.4990], [0.6456, 1.8352, -2.6452], [0.0332, 0.2043, 0.0974], [-0.0679, 0.2018, -0.0402], [0.0874, -0.0934, -0.0099], [-0.1773, -0.1813, -0.0307], [-0.6110, -0.6857, 0.1598], [0.1642, 0.1281, -0.2100], [-0.3236, -0.2076, -0.1019], [-0.0632, -0.5699, 0.1947]], "mulliken_charge": [-0.509, 0.125, 0.303, 0.205, 0.258, -0.788, 0.390, -0.214, 0.387, -0.730, 0.358, -0.180, 0.367, 0.077, -0.893, 0.273, 0.384, 0.252, -0.061, 0.102, -1.464, 0.291, 0.329, 0.270, 0.365, 0.831, -0.367, 0.354, -0.803, 0.291, -0.936, -0.892, 0.308, 0.222, 0.322, 0.354, 0.322, 0.290, 0.329, 0.310, 0.407, -0.833, -0.990, 0.256, 0.311, -0.184, -0.429, 0.222, 0.318, 0.281, 0.317, 0.347, 0.316, -0.976, -0.894, 0.269, 0.255, 0.452, -0.447, 0.278, 0.061, 0.348, 0.312, -0.270, -0.243, -0.301, -0.015]}